(1)
C20H28BN8O4Sc | wB97M-V/def2-TZVPD

XYZ file:
```
62
Properties=species:S:1:pos:R:3:lowdin_charge:R:1
Sc 0.3339 0.1114 0.8346 1.1951
C 1.7408 1.9002 2.9198 -0.0824
C 2.8691 0.9084 2.6728 -0.1029
O 2.5091 0.1467 1.5075 -0.2342
C 3.4099 -0.9418 1.2361 -0.1033
C 2.7939 -1.7803 0.1235 -0.1046
O 1.3684 -1.8909 0.2886 -0.2103
C 0.9003 -3.0194 1.0503 -0.1030
C 0.7522 -2.6623 2.5234 -0.1018
O 0.2115 -1.3294 2.5940 -0.2355
C 0.1720 -0.8023 3.9319 -0.1023
C -0.2086 0.6678 3.8164 -0.0830
O 0.4529 1.2839 2.6867 -0.2484
H 1.8007 2.7267 2.2110 0.1508
H 1.7957 2.3032 3.9298 0.1572
H 3.0094 0.2324 3.5200 0.1425
H 3.8033 1.4479 2.5076 0.1598
H 3.5423 -1.5260 2.1499 0.1410
H 4.3857 -0.5683 0.9200 0.1578
H 3.2586 -2.7651 0.0888 0.1549
H 2.9428 -1.3063 -0.8434 0.1229
H 1.5675 -3.8721 0.9303 0.1552
H -0.0644 -3.2804 0.6230 0.1229
H 1.7116 -2.6777 3.0457 0.1406
H 0.0811 -3.3753 3.0063 0.1580
H 1.1489 -0.9351 4.4028 0.1424
H -0.5750 -1.3274 4.5296 0.1596
H 0.0267 1.2022 4.7353 0.1572
H -1.2761 0.7667 3.6160 0.1499
C -3.0074 -2.3807 -0.4577 0.0166
C -2.1753 -1.8835 0.5357 -0.0899
N -1.4179 -0.8871 0.0626 -0.0372
N -1.7633 -0.7129 -1.2383 0.0317
C -2.7153 -1.6082 -1.5629 -0.0182
B -1.3219 0.5829 -1.9879 -0.5615
N 0.2216 0.6127 -2.1905 0.0313
C 0.9391 0.8227 -3.3106 -0.0188
C 2.2480 1.0909 -2.9673 0.0168
C 2.2562 1.0301 -1.5809 -0.0897
N 1.0385 0.7326 -1.1128 -0.0354
N -1.6632 1.7824 -1.0333 0.0328
C -2.4471 2.8793 -1.1581 -0.0214
C -2.3850 3.6239 0.0000 0.0025
C -1.5225 2.9089 0.8179 -0.0934
N -1.0835 1.8084 0.2098 -0.0373
N -1.9866 0.5669 -3.3889 0.0674
C -1.7821 -0.3518 -4.3246 0.0233
C -2.5554 -0.0002 -5.4722 0.1470
C -3.2209 1.1920 -5.1064 -0.0206
N -2.9316 1.4628 -3.8605 0.1886
H -3.7254 -3.1790 -0.3819 0.1283
H -2.1185 -2.1776 1.5716 0.1318
H -3.1530 -1.6661 -2.5446 0.1321
H 0.5062 0.7856 -4.2953 0.1311
H 3.0728 1.3045 -3.6250 0.1284
H 3.0746 1.2263 -0.9065 0.1320
H -3.0073 3.0714 -2.0436 0.1124
H -2.8931 4.5474 0.2138 0.1243
H -1.2063 3.1584 1.8181 0.1235
H -1.1187 -1.1935 -4.1783 0.1667
H -2.6866 -0.5590 -6.3881 0.1485
H -3.9333 1.7719 -5.6717 0.1499
```

For the largest force on an atom, the calculation gives 1.8 eV/Å. The relative energy (zero: lowest compared OMol25 entry of this formula, charge and spin) is 0.8617 eV. As for the charge: +3. The gap between HOMO and LUMO (spin up / spin down) comes out at 0.3307 / 0.1807 Eh. For the LUMO energy (spin up / spin down), the calculation gives -8.364 / -12.444 eV. The multiplicity is 2. The calculation puts the HOMO energy (spin up / spin down) at -17.36 / -17.36 eV.

---

(2)
C3H8NO2 | wB97M-V/def2-TZVPD

XYZ file:
```
14
Properties=species:S:1:pos:R:3:lowdin_charge:R:1
N 1.2038 -1.4952 0.4465 0.2090
C 0.9207 0.0047 0.4443 -0.0971
C -0.5535 0.2741 0.3177 -0.0847
C -0.9686 1.1218 -0.8764 -0.5299
O -0.1875 1.4841 -1.7102 0.1315
O -2.2849 1.3140 -0.9181 0.1424
H 1.7568 -1.7646 -0.3691 0.1787
H 0.3469 -2.0506 0.4347 0.1651
H 1.6574 -1.7847 1.3157 0.1754
H 1.4652 0.4929 -0.3699 0.1386
H 1.3275 0.3552 1.3853 0.1357
H -0.9643 0.7127 1.2379 0.1439
H -1.2627 -0.5664 0.3377 0.1381
H -2.4569 1.9021 -1.6762 0.1533
```

For the largest force on an atom, the calculation gives 2.0 eV/Å. The relative energy (zero: lowest compared OMol25 entry of this formula, charge and spin) is 0.7347 eV. As for the charge: +1. As for the SMILES: [NH3+]CCC(=O)O. The gap between HOMO and LUMO comes out at 0.3928 Eh. For the LUMO energy, the calculation gives -3.979 eV. The multiplicity is 1. The calculation puts the HOMO energy at -14.67 eV.

---

(3)
C2H6NO3 | wB97M-V/def2-TZVPD

XYZ file:
```
12
Properties=species:S:1:pos:R:3:lowdin_charge:R:1
O 1.3240 -0.3751 -1.1076 -0.1021
C 1.6660 -0.0062 0.0417 -0.7548
O 2.7990 0.0418 0.5508 -0.0911
C 0.4877 0.4462 0.9602 -0.2407
N -0.5466 1.1518 0.1876 -0.0305
H 0.9508 1.0802 1.7229 0.0791
H 0.1233 -0.3968 1.5123 0.0778
H -0.3128 0.8594 -0.7632 0.0382
H -1.4723 0.8173 0.4219 0.0258
H -4.8865 -0.7058 -0.6961 0.0281
H -3.8978 -1.3431 0.2917 0.0277
O -4.0307 -1.1464 -0.6379 -0.0574
```

For the largest force on an atom, the calculation gives 1.3 eV/Å. The relative energy (zero: lowest compared OMol25 entry of this formula, charge and spin) is 0.9985 eV. As for the charge: -1. The gap between HOMO and LUMO comes out at 0.2544 Eh. For the LUMO energy, the calculation gives 2.970 eV. The multiplicity is 1. The calculation puts the HOMO energy at -3.95 eV.

---

(4)
C44H121CrN11O15S | wB97M-V/def2-TZVPD

XYZ file:
```
193
Properties=species:S:1:pos:R:3:lowdin_charge:R:1
Cr -24.5227 7.4333 19.1584 0.6825
S -27.0417 7.5261 20.1419 0.3384
O -27.6590 8.8440 20.3203 -0.3727
O -26.5517 7.3750 18.7271 -0.4073
O -25.7542 7.4124 20.8721 -0.3889
O -28.0188 6.4911 20.5018 -0.3209
C -24.8522 11.7863 18.2005 -0.0287
C -25.3033 10.3034 18.2771 -0.3361
C -25.4219 9.7066 16.8612 -0.1194
O -24.1481 9.5558 16.1208 -0.2556
C -24.2130 9.9441 14.7180 -0.0531
N -24.3943 9.5768 19.1545 0.0524
H -25.3364 12.5063 17.5407 0.0862
H -23.8295 11.8052 17.8239 0.0708
H -24.7959 12.3494 19.1321 0.0407
H -26.2865 10.3748 18.7422 0.1332
H -26.2009 10.1727 16.2577 0.1362
H -25.8028 8.6936 16.9911 0.0803
H -24.9636 9.3806 14.1638 0.0871
H -23.2341 10.0191 14.2445 0.0874
H -24.5572 10.9783 14.7183 0.0837
H -23.4328 9.8331 18.9815 0.0810
H -24.6014 10.0245 20.0358 0.0436
C -23.3136 3.6746 20.9723 -0.0110
C -23.6330 5.1440 20.6820 -0.3940
C -22.4256 6.0342 20.5687 -0.1532
O -22.9557 7.3269 20.4038 -0.2880
C -22.6739 8.1498 21.4429 -0.0990
N -24.3361 5.1832 19.4213 0.0570
H -22.4209 3.3298 20.4506 0.0789
H -24.1293 3.0334 20.6385 0.0628
H -23.2897 3.5477 22.0547 0.0836
H -24.2314 5.6416 21.4451 0.1208
H -21.7737 5.6910 19.7653 0.1219
H -21.9304 5.8511 21.5223 0.1416
H -21.7105 8.6334 21.2812 0.0992
H -22.7011 7.6407 22.4063 0.1068
H -23.4844 8.8778 21.4796 0.0713
H -23.9242 4.6270 18.6857 0.0579
H -25.2206 4.7404 19.6255 0.0368
C -25.9972 3.3675 15.3395 -0.0460
C -25.0319 4.1635 16.2276 -0.4026
C -23.7523 3.3318 16.4243 -0.1689
O -22.8694 3.9109 17.3878 -0.2472
C -21.5415 3.3516 17.4586 -0.0812
N -24.8253 5.5046 15.6670 0.0763
H -26.2407 2.4139 15.8081 0.0782
H -25.5883 3.2206 14.3399 0.0843
H -26.8910 3.9874 15.4099 0.0754
H -25.4528 4.1907 17.2327 0.1202
H -23.1912 3.3686 15.4905 0.1248
H -23.9334 2.3051 16.7423 0.1311
H -20.8574 3.5339 16.6298 0.0809
H -21.5119 2.2646 17.5343 0.0880
H -21.0348 3.8079 18.3089 0.0793
H -25.7508 5.9090 15.6648 0.0481
H -24.6260 5.5027 14.6769 0.0925
C -28.1229 3.2812 21.5287 -0.0640
C -26.8377 3.0075 20.7365 -0.3781
C -26.8145 1.6017 20.1179 -0.1955
O -26.7802 0.6437 21.1724 -0.1724
C -26.8246 -0.6962 20.7098 -0.1129
N -26.9738 4.0241 19.6886 0.0356
H -28.1442 2.7149 22.4599 0.0523
H -29.0604 2.9600 21.0748 0.0925
H -28.1965 4.2790 21.9612 0.0705
H -25.9988 3.1847 21.4096 0.1055
H -25.9498 1.4980 19.4623 0.1120
H -27.6487 1.4927 19.4249 0.1249
H -27.8089 -1.0392 20.3911 0.0870
H -26.7151 -1.2540 21.6399 0.0844
H -25.9975 -1.0014 20.0688 0.0868
H -27.2883 4.8757 20.1312 0.0121
H -27.7879 3.7916 19.1379 0.0901
C -30.0838 7.3935 24.4327 -0.0332
C -29.6069 8.5560 23.5259 -0.3854
C -29.7847 9.9337 24.1634 -0.1784
O -31.1987 10.1542 24.4174 -0.2074
C -31.5431 11.3899 25.0862 -0.0851
N -28.2474 8.3118 23.0362 0.0591
H -29.6373 6.4709 24.0619 0.0622
H -31.1596 7.3176 24.5904 0.0801
H -29.6040 7.3828 25.4114 0.0695
H -30.2554 8.5332 22.6501 0.1215
H -29.3508 10.7666 23.6100 0.1010
H -29.2518 9.8902 25.1132 0.1170
H -30.8280 11.4398 25.9074 0.0795
H -32.5733 11.3174 25.4349 0.0831
H -31.4595 12.2755 24.4564 0.0778
H -28.0662 8.7147 22.1280 0.0259
H -28.2698 7.3535 22.7180 0.0441
C -27.9962 7.3617 15.2307 -0.0695
C -28.9782 7.5984 16.3170 -0.4078
C -30.3889 7.9074 15.7189 -0.2542
O -30.5297 9.0464 14.9534 -0.1690
C -31.8452 9.1171 14.2905 -0.0631
N -29.0576 6.3571 17.1366 0.0636
H -28.1047 8.1188 14.4541 0.0807
H -28.2280 6.4461 14.6866 0.0875
H -26.9515 7.4471 15.5296 0.0462
H -28.7275 8.4323 16.9726 0.1079
H -31.1621 7.7463 16.4701 0.1035
H -30.7147 7.0904 15.0752 0.1175
H -32.6910 8.7328 14.8606 0.0850
H -31.8299 8.6206 13.3202 0.0793
H -32.0262 10.1490 13.9898 0.0810
H -28.2175 6.3348 17.6970 0.0267
H -29.7863 6.4513 17.8296 0.0626
C -25.5263 11.9097 23.5787 -0.0311
C -26.3811 11.4640 22.3774 -0.3758
C -26.6180 12.6068 21.3999 -0.1635
O -27.0820 13.8717 21.9610 -0.1735
C -27.5313 14.7655 20.9903 -0.1328
N -25.6783 10.3356 21.7445 0.0622
H -25.2931 11.0422 24.1961 0.0716
H -26.1022 12.6389 24.1485 0.0789
H -24.5772 12.3893 23.3394 0.0534
H -27.3472 11.0935 22.7204 0.1131
H -27.3026 12.1418 20.6906 0.1163
H -25.7336 12.9039 20.8363 0.0849
H -26.7678 15.0864 20.2816 0.0788
H -27.9663 15.6595 21.4371 0.0900
H -28.2706 14.2813 20.3522 0.0817
H -26.2872 9.9039 21.0640 0.0228
H -25.6231 9.6097 22.4446 0.0296
C -21.5016 6.7840 15.7808 -0.0456
C -21.8761 7.3442 17.1519 -0.3605
C -21.2161 8.7695 17.3268 -0.1181
O -21.4110 9.0429 18.7540 -0.2182
C -20.7300 10.2700 19.0166 -0.1057
N -23.3446 7.3596 17.2919 0.0367
H -21.7603 5.7492 15.5564 0.0665
H -20.4334 6.8294 15.5687 0.0795
H -21.9332 7.5050 15.0865 0.0833
H -21.5196 6.6507 17.9135 0.1152
H -21.7851 9.4891 16.7381 0.1156
H -20.1586 8.7755 17.0627 0.1240
H -19.6846 10.2378 18.7095 0.0884
H -20.7735 10.5780 20.0613 0.0541
H -21.2503 11.0280 18.4310 0.0845
H -23.4937 6.6182 16.6224 0.0293
H -23.5087 8.1585 16.6962 0.0284
C -25.8312 7.4410 25.9589 -0.0360
C -25.2640 6.9610 24.5874 -0.4183
C -25.9613 5.7038 24.0272 -0.1604
O -25.8481 4.6473 24.9849 -0.1770
C -26.1890 3.3798 24.5563 -0.1242
N -25.4750 8.0210 23.6901 0.0218
H -25.2845 8.3527 26.1998 0.0677
H -25.6102 6.7702 26.7892 0.0704
H -26.8816 7.7300 25.9230 0.0675
H -24.2098 6.7062 24.6960 0.1320
H -25.4867 5.4312 23.0845 0.1024
H -27.0198 5.8861 23.8415 0.1147
H -25.5771 3.1269 23.6904 0.0756
H -27.2250 3.2779 24.2330 0.0673
H -26.1184 2.6753 25.3851 0.0939
H -26.4492 8.2853 23.7246 0.0286
H -25.3258 7.7170 22.7386 0.0241
C -20.7314 12.8376 21.9614 -0.0619
C -22.2373 12.9139 21.8312 -0.4395
C -22.6716 13.9203 20.7605 -0.1562
O -22.1285 15.2742 20.8253 -0.1918
C -22.4749 16.1040 21.9368 -0.0989
N -22.6553 11.5319 21.5816 0.0713
H -20.2520 13.7990 22.1459 0.0781
H -20.3193 12.5650 20.9898 0.0692
H -20.3469 12.1313 22.6972 0.0828
H -22.6089 13.2863 22.7858 0.1126
H -23.7512 14.0145 20.6432 0.1021
H -22.4189 13.5670 19.7608 0.1183
H -21.8251 16.9732 22.0388 0.0853
H -22.3681 15.5103 22.8447 0.0741
H -23.4971 16.4822 21.9392 0.0808
H -22.3459 11.0429 22.4094 0.0827
H -23.6648 11.5011 21.5750 0.0250
C -30.6071 11.1417 20.6706 -0.0519
C -30.7903 9.8994 19.8585 -0.4286
C -32.0856 9.8270 19.0498 -0.1796
O -33.1022 9.8995 20.0632 -0.1915
C -34.4206 9.8544 19.4759 -0.1034
N -29.6722 9.8669 18.8948 0.0555
H -31.3416 11.2146 21.4726 0.0785
H -30.6845 12.0253 20.0369 0.0833
H -29.5998 11.1982 21.0832 0.0599
H -30.6832 9.0121 20.4826 0.1292
H -32.0319 8.8501 18.5692 0.1124
H -32.2436 10.6635 18.3690 0.1312
H -35.1995 9.8970 20.2372 0.0794
H -34.5294 8.9076 18.9469 0.0802
H -34.6822 10.6945 18.8325 0.0787
H -29.8162 9.0694 18.2921 0.0277
H -28.8812 9.6699 19.4912 0.0037
```

For the largest force on an atom, the calculation gives 3.3 eV/Å. The gap between HOMO and LUMO (spin up / spin down) comes out at 0.2200 / 0.3048 Eh. For the LUMO energy (spin up / spin down), the calculation gives 0.204 / 0.201 eV. The multiplicity is 5. The calculation puts the HOMO energy (spin up / spin down) at -5.78 / -8.09 eV.